55
Properties=species:S:1:pos:R:3:forces:R:3 method="wB97M-V/def2-TZVPD" de_lowest_kj_mol=0.0 energy_ev=-54062.1351 orbital_gap_ev="7.9 / 8.1" e_lumo_ev="0.329 / 0.339" multiplicity=3
V 0.4443 0.2688 0.4123 0.9 1.1 1.6
C 1.5013 -3.3949 2.7355 0.5 0.0 0.6
C 0.6209 -2.8752 1.6068 -0.1 -0.4 -0.4
O 0.9400 -1.5913 1.2603 -0.3 2.3 -1.0
H 2.5421 -3.5646 2.4434 -0.1 0.1 -0.4
H 1.1582 -4.3420 3.1618 -0.2 0.0 -0.1
H 1.5812 -2.6706 3.5511 -0.3 0.1 -0.1
H -0.4418 -3.0340 1.8605 -0.1 0.3 0.3
H 0.7647 -3.5671 0.7512 0.1 0.0 -0.1
C 0.0999 3.9580 -1.6875 0.8 -0.2 0.6
C -0.8064 2.7562 -1.4565 -0.7 0.1 0.0
O -0.2054 1.6113 -1.0057 1.3 -1.6 0.9
H -0.4757 4.8231 -2.0129 0.0 0.1 -0.1
H 0.9069 3.7508 -2.3971 -0.3 -0.1 -0.3
H 0.6498 4.1975 -0.7704 -0.3 0.1 0.1
H -1.3257 2.5834 -2.4185 0.0 -0.2 0.0
H -1.6204 3.0584 -0.7758 0.1 0.3 0.1
C 1.3603 3.0376 3.7227 -0.5 0.1 0.3
C 2.0188 1.9554 2.8798 0.0 0.1 -0.4
O 1.2362 1.5351 1.8249 -1.8 -1.5 -2.2
H 0.4154 2.7327 4.1855 0.1 -0.3 -0.1
H 1.1081 3.9184 3.1278 0.2 0.0 -0.1
H 2.0326 3.3422 4.5291 0.0 0.0 0.0
H 2.2995 1.0936 3.4955 0.1 0.0 0.2
H 2.9310 2.4393 2.4966 0.3 -0.3 0.0
C -3.4406 -0.0080 2.5899 0.6 -0.2 -0.6
C -2.7312 0.3732 1.3100 -0.6 1.0 0.2
O -1.5571 0.1581 1.1520 0.8 -0.5 0.4
C -3.5143 1.1570 0.2846 -0.1 -0.7 0.0
H -4.1367 -0.8155 2.3549 -0.1 0.0 0.1
H -3.9966 0.8526 2.9548 -0.1 0.0 0.1
H -2.6913 -0.3583 3.2948 -0.1 0.0 0.2
H -3.1658 0.8848 -0.7087 0.1 0.1 0.0
H -3.3245 2.2186 0.4345 -0.1 0.0 0.1
H -4.5767 0.9319 0.3754 0.0 0.2 0.0
C -2.3803 -1.4836 -2.5972 -0.3 0.1 0.4
C -1.1084 -1.9221 -1.9350 -0.2 -0.1 0.0
O -0.5010 -1.1628 -1.2175 0.4 0.0 0.2
C -0.6348 -3.3400 -2.1827 -0.1 0.6 0.5
H -2.3879 -1.7761 -3.6455 -0.2 0.0 0.0
H -2.5277 -0.4164 -2.4529 0.3 0.1 -0.3
H -3.2227 -1.9515 -2.0763 0.1 -0.3 -0.2
H -1.4387 -4.0509 -1.9948 -0.1 0.0 -0.2
H 0.1580 -3.5229 -1.4605 0.2 -0.2 -0.3
H -0.3165 -3.4177 -3.2221 0.1 -0.2 0.0
C 2.9586 -1.6909 -1.9902 0.6 0.4 1.4
C 2.6748 -0.2275 -1.7192 -0.3 -0.8 -1.3
O 2.3375 0.1452 -0.6243 -0.3 0.3 0.6
C 2.6891 0.6923 -2.8945 -0.2 0.8 0.0
H 3.7946 -1.8476 -2.6665 -0.2 0.0 -0.3
H 2.0303 -2.1395 -2.3232 -0.1 -0.1 -0.3
H 3.2099 -2.1151 -1.0137 -0.1 -0.2 -0.2
H 2.3151 0.2161 -3.7993 0.2 -0.2 0.0
H 3.7053 1.0500 -3.0773 0.0 -0.1 0.0
H 2.0440 1.5446 -2.6695 0.1 0.0 0.1